# 1
{"formula": "H29O15", "method": "ωB97M-V/def2-TZVPD", "symbols": ["O", "H", "H", "H", "O", "H", "H", "O", "H", "H", "O", "H", "H", "O", "H", "H", "H", "H", "H", "O", "O", "H", "H", "O", "H", "H", "H", "O", "H", "H", "O", "H", "O", "H", "H", "H", "H", "H", "O", "H", "O", "H", "O", "O"], "coordinates": [[1.365, -0.705, -0.088], [0.782, -3.030, 3.695], [-2.075, 0.245, 2.928], [-1.169, 1.289, 0.899], [-3.630, -1.656, 0.771], [1.435, 4.649, -0.568], [0.287, 0.799, 0.520], [-0.701, -3.006, 1.341], [2.575, 0.377, 3.774], [-2.944, -1.622, 1.526], [-0.351, 1.498, 0.406], [3.775, -0.620, -4.105], [-1.370, 4.157, -3.116], [-1.545, 1.113, 3.019], [-2.724, -1.385, 3.316], [0.038, -3.775, -2.263], [4.074, 0.558, -3.135], [0.022, -2.390, 1.279], [2.464, 4.478, -1.688], [3.964, 0.320, -4.050], [2.030, 1.065, 4.154], [0.962, -1.684, 4.178], [0.566, -3.579, -3.747], [-1.258, 3.536, -1.207], [1.477, 0.583, -2.702], [-2.210, -3.662, -1.869], [0.098, 4.188, -2.836], [2.381, 4.574, -0.742], [-2.146, 1.829, 2.785], [-1.452, -2.465, 1.782], [-1.580, -4.195, -1.390], [1.379, -1.481, -0.640], [1.510, -2.401, 3.817], [-1.444, -4.000, -0.462], [-2.136, 3.385, -1.575], [1.353, -0.721, 0.864], [1.877, 1.705, 3.456], [0.306, 0.746, -1.632], [0.536, 0.646, -2.557], [-3.499, -1.987, -0.108], [0.743, -3.430, -2.821], [-1.193, 2.753, -0.625], [-0.587, 4.654, -3.305], [-1.986, -1.353, 2.720]], "atomic_forces_ev_per_a": [[0.21, 2.06, -0.57], [0.37, -0.29, -0.44], [1.31, 0.32, -0.20], [0.98, -0.46, 0.35], [-1.58, 0.60, 0.64], [0.00, -0.09, -0.07], [-0.13, -0.48, 0.02], [-0.91, -0.67, -0.34], [0.15, -0.18, -0.18], [0.37, 0.02, -1.01], [-0.99, 0.92, -0.35], [-0.01, 0.01, 0.30], [-0.19, -0.30, 0.08], [-0.87, 0.17, -0.23], [-0.48, -0.54, 0.69], [-0.65, -0.26, -0.17], [0.05, -0.17, 0.54], [0.20, 0.27, 0.02], [-0.05, -0.03, -0.36], [-0.07, 0.14, -0.76], [-0.01, 0.11, 0.32], [0.46, 0.34, -0.07], [-0.42, -0.18, -0.01], [-0.84, -0.94, 0.97], [0.20, 0.03, 0.49], [-0.19, 0.47, 0.72], [0.07, -0.38, 0.33], [0.00, 0.09, 0.42], [-0.02, 0.02, 0.23], [1.18, -0.30, 0.22], [0.69, -1.25, -1.11], [-0.19, -0.87, 0.63], [-0.96, 0.16, 0.29], [-0.34, 0.97, 0.67], [-0.09, 0.28, -0.01], [0.26, -1.46, 0.23], [-0.14, -0.03, -0.12], [0.47, 0.01, 0.36], [-0.76, 0.07, -1.02], [0.98, -0.28, 0.10], [1.12, 0.49, 0.23], [0.77, 0.23, -0.09], [0.49, 1.25, -1.50], [-0.44, 0.13, -0.27]], "e_homo_ev": -6.39, "charge": -1}


# 2
{"formula": "C24H54F8N7O16S8", "method": "ωB97M-V/def2-TZVPD", "symbols": ["H", "H", "H", "O", "H", "C", "O", "H", "H", "H", "H", "H", "S", "O", "H", "C", "H", "O", "H", "H", "C", "H", "N", "O", "C", "H", "H", "H", "H", "O", "C", "S", "H", "O", "H", "O", "N", "O", "H", "H", "S", "H", "H", "C", "F", "C", "N", "H", "H", "H", "F", "C", "C", "O", "O", "H", "S", "N", "C", "S", "C", "C", "H", "H", "H", "H", "H", "H", "C", "H", "O", "S", "H", "F", "C", "S", "H", "F", "O", "C", "C", "H", "H", "N", "F", "H", "C", "H", "C", "S", "C", "H", "N", "O", "F", "H", "N", "F", "H", "C", "C", "H", "C", "F", "H", "H", "C", "H", "H", "C", "O", "H", "H", "H", "O", "H", "H"], "coordinates": [[0.903, 4.516, -3.013], [-5.671, 2.128, 3.009], [0.336, -6.075, -3.529], [-0.078, 2.038, 3.087], [-0.101, -2.384, -3.016], [1.518, 3.104, -1.464], [1.898, 1.410, 1.707], [-4.872, 6.144, 0.353], [5.645, 3.905, -2.567], [1.465, 1.061, -3.233], [3.271, 0.657, -1.694], [1.461, -4.121, -2.680], [0.475, 1.609, 1.837], [1.336, -0.256, -0.564], [-0.603, -7.865, 1.002], [0.520, -6.505, -0.142], [2.713, -5.963, -1.250], [-2.372, 1.649, 6.069], [1.356, -5.970, 0.306], [1.009, 2.250, -1.034], [-3.687, 0.471, 1.456], [-2.709, 0.740, 1.049], [2.647, 2.635, -2.345], [4.419, 7.535, 4.050], [2.331, -6.711, -1.939], [5.291, 0.964, -2.616], [3.439, 4.613, -1.976], [-0.817, 2.072, -2.201], [-0.914, -5.981, -2.349], [4.024, -1.708, -1.844], [-0.705, 2.968, -2.811], [-3.274, 1.018, 5.147], [-0.451, 2.605, -3.810], [3.345, 5.022, 1.998], [-6.702, 2.144, 1.646], [0.795, -1.387, 1.464], [3.670, 5.016, 4.599], [-5.528, -0.484, 6.639], [-3.206, 5.524, 0.636], [3.141, 1.356, -3.886], [-5.669, 0.253, 5.397], [-3.471, 0.379, 2.518], [1.392, -9.361, -0.585], [4.999, 1.880, -2.100], [5.201, 6.393, 5.938], [0.383, -8.936, -0.505], [-4.853, 1.525, 5.235], [-6.346, 1.148, -0.390], [-3.415, -1.583, 0.843], [-6.113, 0.588, 2.232], [-2.946, 1.887, 3.840], [-3.947, 2.828, 0.926], [0.420, 3.879, -2.266], [-5.874, -0.518, 4.174], [6.073, 0.197, 0.197], [5.192, 3.000, -3.904], [0.350, -0.453, 0.468], [5.209, -2.204, 0.491], [3.520, 3.811, -2.706], [4.245, -2.589, -0.709], [-4.714, 3.977, 0.287], [0.465, -4.344, -2.284], [-0.939, -7.922, -1.882], [-4.792, 1.807, -0.935], [-5.388, -1.092, -0.818], [-0.197, -9.807, -0.208], [0.511, -8.654, -2.663], [-1.636, 3.521, -2.925], [0.116, -8.164, -1.775], [-4.240, 5.483, 1.890], [4.522, -3.921, -1.154], [4.855, 6.185, 4.402], [1.858, 2.532, -4.239], [7.481, -1.678, 0.636], [2.212, 1.788, -3.527], [6.256, -1.144, -0.292], [1.121, -7.992, 1.346], [-0.799, -1.302, -0.325], [1.801, 6.379, 3.437], [4.882, 3.182, -2.871], [-4.169, -0.805, 0.765], [-0.727, -3.738, -4.043], [-5.792, 3.834, 0.409], [-0.564, 0.695, 0.847], [2.790, -2.663, -0.017], [-0.014, 4.652, -1.630], [-5.269, 1.037, -0.331], [0.473, -4.072, -1.227], [-4.275, 5.355, 0.803], [2.781, 5.331, 3.298], [-5.836, 1.623, 2.059], [-4.586, 4.129, -0.788], [-4.704, 1.531, 1.061], [6.771, -1.335, -1.607], [1.862, 4.022, 3.511], [2.403, -6.607, -3.019], [0.861, -6.834, -1.573], [0.273, 3.008, 1.025], [1.846, 3.854, -0.750], [-0.433, -3.421, -3.040], [0.161, -5.840, -2.478], [3.089, 4.257, -3.605], [-4.671, -0.312, -0.549], [-7.077, 1.015, 5.646], [-1.384, -3.291, -2.505], [5.634, 1.784, -1.218], [3.514, 1.696, -1.504], [-3.643, 3.113, 1.932], [-0.397, -5.957, 0.046], [0.392, -7.877, 0.546], [-2.999, -0.334, 4.743], [-5.047, -1.086, 1.360], [-3.841, -0.302, -1.260], [2.987, -7.585, -1.863], [6.084, 5.667, 3.840], [3.512, 2.074, -0.487], [-3.053, 2.678, 0.321]], "atomic_forces_ev_per_a": [[-0.12, -0.33, -0.43], [1.06, -0.22, -0.12], [0.34, -0.42, 0.13], [-0.10, -1.88, -0.88], [0.63, -0.22, -0.33], [-1.88, 0.99, -1.50], [-1.75, -0.82, -0.15], [0.12, 0.09, 0.00], [-0.10, -0.03, 0.29], [0.10, -0.03, 0.18], [-0.78, 0.10, 0.74], [0.25, -0.32, 0.42], [-0.02, 3.99, 0.92], [-0.80, 0.85, -0.32], [0.21, -0.10, 0.35], [1.55, -0.97, 1.21], [0.39, 0.55, -0.84], [-1.53, -0.77, 0.07], [-0.16, 0.37, -0.23], [0.60, -0.15, 0.35], [0.93, -0.79, -0.40], [-0.34, 0.29, -0.23], [-0.46, -0.87, 1.82], [0.38, -1.97, -0.20], [0.22, -1.17, 0.32], [-0.23, 0.35, -0.76], [0.18, -0.51, 0.57], [-0.26, 0.18, 0.27], [0.02, -0.08, 0.33], [0.09, 0.48, 1.35], [0.76, 0.38, -0.69], [2.16, 2.31, -0.10], [-0.05, -0.01, -0.02], [0.19, 1.09, 0.78], [0.22, -0.06, -0.52], [-0.89, 0.75, 0.29], [1.81, 2.95, -1.66], [0.31, 0.58, -1.45], [-0.11, -0.01, -0.78], [-0.22, -0.35, -0.19], [-3.80, -3.28, 1.26], [-0.85, 0.11, -0.11], [0.02, 0.10, -0.10], [-2.07, -0.78, 1.68], [0.04, -0.44, 0.18], [1.95, -0.70, -0.12], [3.56, 0.21, 0.01], [0.00, -0.15, 0.34], [-0.01, -0.03, -0.48], [-0.15, 0.11, 0.36], [-0.18, 0.02, -0.34], [-0.08, 0.74, -0.35], [0.12, -0.26, 0.13], [0.05, 0.74, 1.19], [-0.35, -0.72, -0.76], [-0.62, 0.05, -0.21], [2.38, -5.35, -2.13], [-0.08, 1.81, -3.06], [-0.53, -0.80, -1.00], [-1.55, -0.94, -1.39], [-0.64, 0.96, 0.05], [1.68, -0.43, 0.12], [0.07, 0.07, -0.15], [-0.44, -0.35, -0.74], [-0.16, 0.50, -0.80], [-0.63, 0.26, -0.59], [-0.19, 0.12, -0.14], [-0.12, -0.13, 0.22], [0.67, -0.43, -0.14], [-0.85, -0.27, 0.06], [-0.54, -1.26, 0.29], [0.74, 0.47, 1.04], [-0.34, -0.46, -0.32], [-0.32, 0.38, -0.62], [0.73, 2.00, 0.18], [2.13, 0.42, 4.21], [0.03, -0.20, -0.13], [-0.21, 0.14, -0.05], [1.05, -0.12, -0.43], [2.34, 0.74, -0.62], [-0.53, 1.31, 2.58], [0.47, 0.03, -0.12], [-0.01, 0.16, 0.26], [1.13, 2.85, 2.45], [1.19, -0.21, -0.04], [-0.02, -0.37, 0.47], [1.44, 1.77, 0.90], [0.02, 0.03, -0.02], [0.76, -0.15, 0.99], [-3.15, -2.69, -0.31], [-0.67, -0.36, -0.51], [0.17, -0.93, -0.15], [-0.13, 0.15, 0.34], [-0.70, -0.41, -0.18], [0.21, 0.35, 0.05], [-0.18, 1.17, 0.13], [-1.69, 0.57, -1.03], [-0.22, -0.50, -0.39], [0.76, -0.74, 0.42], [-2.20, 0.63, 0.44], [-1.08, 1.28, -0.57], [0.27, -0.17, -0.22], [0.20, -1.94, -0.95], [0.31, -0.26, -0.55], [-0.10, -0.39, -0.03], [0.17, 0.95, -0.18], [2.43, 0.57, -1.03], [0.06, -0.20, 0.02], [0.03, 0.31, -0.97], [-1.19, 0.95, 1.24], [-0.93, 0.55, 0.25], [0.15, -0.61, -0.02], [-0.24, 0.16, -0.18], [-0.80, -0.49, 1.02], [-1.22, 0.49, 0.32], [-0.37, -0.47, 0.16], [0.09, -0.49, 0.24]], "e_homo_ev": -5.94, "charge": -1}


The records above give, respectively, electronic energy values of -31184.698 -177370.399 eV.
The records above give, respectively, LUMO energy values of 2.4 0.5 eV.